A molecular structure, C22H64N10O14VZn in a non-equilibrium geometry, computed with wB97M-V/def2-TZVPD.

```
112
Properties=species:S:1:pos:R:3:forces:R:3
Zn 2.43069 -0.18443 -3.94834 -0.672 -0.231 3.201
O 4.17577 -2.77174 -1.16911 -1.093 0.246 -0.911
V 2.59531 -2.78540 -0.96412 0.130 -0.263 1.843
O 1.83313 -3.82998 -1.87230 0.811 0.811 0.278
O 1.98289 -1.36410 0.68955 -0.366 -0.362 -1.800
C 0.97706 -0.46584 0.23276 0.098 -1.203 -0.309
C 0.93216 -0.25240 -1.33302 -0.489 2.491 -0.365
O 1.68971 -1.02461 -2.27734 1.042 -0.792 -0.025
H 1.01975 0.52083 0.71010 0.852 0.238 -0.212
H -0.04208 -0.72323 0.54647 0.002 -0.869 -0.107
H 1.22131 0.80023 -1.42601 0.254 0.003 -0.231
H -0.11181 -0.22096 -1.66063 -0.158 -0.520 0.106
C 1.94620 -1.70345 4.38921 -1.984 0.617 0.801
O 2.06427 -2.03651 5.55929 0.556 -0.222 -0.737
N 2.29127 -0.48324 3.89892 1.002 0.521 0.623
N 1.16049 -2.31370 3.45795 0.089 -1.154 -0.162
H 2.83048 0.08491 4.53084 0.119 0.251 -0.471
H 2.16869 -0.29307 2.91963 0.581 0.219 0.015
H 0.70903 -3.18466 3.67821 0.169 -0.043 -0.103
H 1.23192 -1.98161 2.50692 -0.162 -0.438 -0.306
C -4.11400 -0.43834 -3.65816 -0.965 -0.507 -0.635
O -3.75964 -1.61528 -3.73349 -0.168 0.649 0.101
N -3.26364 0.58456 -3.39696 1.817 -0.371 0.067
N -5.37568 -0.01674 -3.88877 -0.400 0.210 0.197
H -3.46734 1.54110 -3.17961 -0.412 -0.073 -0.134
H -2.30919 0.32881 -3.59594 0.043 0.318 0.353
H -6.11628 -0.64435 -4.14792 0.164 -0.121 0.069
H -5.50367 0.96976 -4.01989 -0.359 -0.063 -0.068
C 3.22843 2.75985 -3.19727 1.362 -0.308 0.675
O 2.90824 1.53394 -3.26175 -0.495 -0.491 -0.936
N 4.33424 3.22085 -3.79987 -0.679 0.094 -0.058
N 2.62542 3.57769 -2.34594 -0.628 0.295 -0.454
H 4.57936 4.17202 -3.58700 0.511 -0.066 -0.330
H 4.97526 2.59966 -4.26030 0.052 0.091 0.027
H 1.66641 3.40087 -2.04240 -0.083 -0.206 0.046
H 2.89085 4.54866 -2.39296 -0.073 0.044 0.225
C 3.95200 -4.68806 1.30136 -0.914 0.233 0.803
O 3.07866 -4.61193 0.42006 -0.188 0.552 -0.601
N 4.84480 -5.68299 1.40048 0.600 -0.884 -0.617
N 3.97651 -3.84518 2.34513 0.340 0.480 0.079
H 4.82396 -6.48913 0.80040 -0.181 0.297 -0.290
H 5.53376 -5.71013 2.12831 -0.127 0.086 0.136
H 3.27816 -3.12639 2.44170 0.088 0.036 -0.094
H 4.74560 -3.89737 2.98717 -0.185 0.273 0.239
C -0.85932 -3.69095 -4.30821 0.154 -1.563 1.264
O 0.23924 -4.23266 -4.34947 0.083 0.729 -0.881
N -2.00516 -4.37661 -4.55212 -0.117 -0.153 -0.547
N -1.08927 -2.47309 -3.77768 0.685 0.949 -0.614
H -2.89598 -3.97152 -4.32443 -0.119 -0.225 -0.288
H -1.88982 -5.25309 -5.02854 -0.352 -0.044 0.169
H -0.23744 -1.97664 -3.57101 -0.333 0.174 0.424
H -2.03448 -2.09422 -3.78159 0.389 0.258 0.160
C 0.72671 3.68239 0.67817 1.015 -0.834 0.269
C -0.36370 4.05165 -0.30510 1.726 1.842 0.845
C -0.23734 5.55219 -0.65196 -1.038 -0.238 0.040
O -0.13402 3.29254 -1.51063 -0.883 -0.260 0.366
H 0.64345 2.64464 1.00915 -0.274 0.069 0.167
H 0.84844 4.31318 1.55836 -0.767 0.078 0.033
H 1.74393 3.72588 0.27300 -0.170 0.114 -0.596
H -1.32772 3.89033 0.17837 -0.129 -0.374 -0.434
H -1.14888 5.85908 -1.17082 0.131 0.102 -0.260
H 0.62036 5.77676 -1.28543 0.094 -0.137 0.056
H -0.20675 6.17981 0.23847 0.168 -0.152 0.098
H -1.01602 3.20552 -1.88748 0.204 -0.171 -0.422
C 4.06383 2.43432 1.51580 0.336 -0.443 0.605
C 4.27178 1.35086 0.44918 -0.184 0.716 1.114
C 5.52977 1.66739 -0.32099 0.415 -0.240 -0.823
O 4.40582 0.09178 1.09240 -0.029 0.314 -0.332
H 3.93596 3.43481 1.10193 0.000 0.000 0.017
H 4.94058 2.40479 2.16807 0.212 0.294 -0.193
H 3.26592 2.20332 2.22535 -0.407 0.003 -0.405
H 3.37874 1.34214 -0.18680 0.110 -0.070 -0.363
H 5.62915 0.97836 -1.16384 0.086 -0.011 -0.027
H 6.43891 1.56807 0.27346 -0.217 -0.240 0.305
H 5.58212 2.68877 -0.70655 -0.394 0.063 -0.022
H 3.54702 -0.34986 0.99852 -0.055 -0.517 0.014
C -2.95615 1.00849 0.45741 0.251 0.236 -0.665
C -3.53837 2.30728 -0.10474 -0.685 -0.829 -1.008
C -4.93863 2.10310 -0.72271 -0.051 0.121 0.411
O -3.53599 3.35436 0.82750 0.152 0.324 0.102
H -3.49253 0.63909 1.33081 0.169 0.184 0.172
H -1.89450 1.19369 0.63032 -0.052 -0.117 0.665
H -2.97741 0.20851 -0.28574 -0.190 0.079 -0.108
H -2.88152 2.61401 -0.92671 0.171 0.222 0.106
H -5.28010 2.87035 -1.42093 0.441 0.265 0.015
H -5.66222 2.16279 0.09390 -0.135 -0.439 -0.039
H -5.01158 1.14752 -1.24298 -0.083 -0.101 0.238
H -4.14023 3.11965 1.54088 0.059 0.053 0.074
C -4.41671 -2.35623 0.05138 -0.439 -0.820 -0.269
C -3.40195 -3.38855 -0.43163 0.547 0.689 -0.678
C -2.13599 -2.70921 -0.87649 0.442 0.659 -0.361
O -3.01802 -4.28011 0.57836 -0.718 -0.645 0.523
H -5.38743 -2.85969 0.05417 -0.157 0.246 0.294
H -4.48919 -1.54293 -0.67111 0.013 0.138 0.165
H -4.18175 -2.01947 1.06062 0.077 0.195 -0.096
H -3.84790 -3.95285 -1.26220 0.091 0.117 -0.091
H -1.63524 -2.27594 -0.00619 -0.042 -0.029 0.093
H -2.37469 -1.89693 -1.56589 -0.068 0.058 0.104
H -1.41294 -3.32115 -1.41354 -0.167 -0.376 0.254
H -3.83236 -4.76179 0.77411 0.359 -0.268 0.401
C -2.06486 1.38379 5.34961 -0.620 0.516 -1.026
C -1.11865 0.34384 4.75376 -0.598 0.813 0.496
C -1.84398 -0.78388 4.02248 0.584 -0.140 0.845
O -0.34724 1.12177 3.82356 -0.018 -0.165 -0.020
H -2.62340 1.76256 4.48603 -0.184 0.160 0.085
H -1.52753 2.24922 5.73622 0.201 -0.202 0.148
H -2.81213 1.07360 6.07844 0.301 -0.468 0.087
H -0.52240 0.01862 5.61164 0.451 -0.549 -0.459
H -2.56767 -0.36932 3.32220 -0.025 -0.118 -0.019
H -2.31093 -1.45332 4.74809 -0.365 0.185 -0.033
H -1.11356 -1.42464 3.52865 -0.058 0.194 -0.320
H 0.29144 0.53488 3.40777 0.101 -0.090 0.239
```
Positions in Å, forces in eV/Å.

Properties
F_max: 3.28 eV/Å
LUMO level: -6.43 eV
total charge: +1
gap between HOMO and LUMO: 4.8 eV
E_HOMO: -11.2 eV

Atomic partial charges in e from the Löwdin method, atoms 1 to 99: Zn 1.21; O -0.33; V 0.95; O -0.29; O -0.35; C -0.29; C -0.26; O -0.39; H 0.08; H 0.09; H 0.07; H 0.10; C -0.69; O 0.04; N 0.16; N 0.15; H 0.12; H 0.06; H 0.12; H 0.05; C -0.66; O 0.01; N 0.17; N 0.18; H 0.09; H 0.10; H 0.12; H 0.10; C -0.58; O -0.10; N 0.21; N 0.24; H 0.13; H 0.13; H 0.08; H 0.13; C -0.62; O -0.03; N 0.19; N 0.21; H 0.12; H 0.11; H 0.08; H 0.12; C -0.70; O 0.02; N 0.17; N 0.15; H 0.08; H 0.11; H 0.06; H 0.04; C -0.05; C -0.44; C -0.04; O -0.08; H 0.06; H 0.10; H 0.05; H 0.12; H 0.08; H 0.07; H 0.09; H 0.08; C -0.06; C -0.50; C -0.06; O -0.05; H 0.07; H 0.09; H 0.07; H 0.12; H 0.08; H 0.09; H 0.07; H 0.03; C -0.03; C -0.50; C -0.05; O -0.03; H 0.08; H 0.07; H 0.05; H 0.10; H 0.08; H 0.09; H 0.05; H 0.10; C -0.05; C -0.51; C -0.06; O -0.03; H 0.08; H 0.06; H 0.08; H 0.14; H 0.08; H 0.04; H 0.08